{
  "formula": "C24H35Cl2N2O4PS4SbSe4Ti",
  "method": "ωB97M-V/def2-TZVPD",
  "elements": ["Ti", "S", "Sb", "S", "S", "S", "Se", "Se", "Se", "Se", "O", "N", "C", "C", "C", "P", "C", "C", "C", "C", "C", "C", "H", "H", "H", "H", "H", "H", "H", "H", "H", "H", "H", "H", "H", "H", "H", "H", "H", "H", "H", "H", "H", "Cl", "C", "C", "C", "C", "C", "Cl", "C", "N", "C", "C", "C", "C", "C", "C", "C", "C", "O", "O", "H", "H", "H", "H", "H", "H", "H", "H", "H", "H", "C", "O", "H", "H", "H", "H"],
  "coordinates": [[-0.26, -0.48, 0.93], [3.67, 0.61, -0.06], [4.52, 0.69, -2.47], [1.95, 1.65, -0.56], [2.17, 1.72, -2.59], [4.35, -1.37, -3.34], [-1.35, 0.12, 3.23], [-2.78, 1.81, 2.56], [-4.17, 0.47, 1.27], [-2.62, -0.33, -0.30], [-0.09, 1.34, 0.77], [0.52, 0.84, -0.40], [0.97, -2.69, -4.05], [0.71, -1.71, -2.90], [-0.25, -0.62, -3.38], [0.22, -2.38, -1.25], [-1.28, -3.49, -1.46], [-1.05, -4.98, -1.65], [-2.26, -3.01, -2.55], [1.57, -3.55, -0.72], [2.77, -2.78, -0.18], [2.14, -4.59, -1.70], [1.43, -2.15, -4.88], [0.03, -3.12, -4.41], [1.63, -3.51, -3.78], [1.67, -1.23, -2.67], [-1.14, -1.05, -3.84], [0.25, -0.01, -4.14], [-0.56, 0.05, -2.58], [-1.78, -3.35, -0.50], [-0.59, -5.20, -2.62], [-2.02, -5.50, -1.63], [-0.43, -5.42, -0.87], [-1.88, -3.25, -3.54], [-2.46, -1.95, -2.50], [-3.21, -3.53, -2.42], [1.09, -4.08, 0.12], [3.29, -2.27, -0.99], [3.49, -3.47, 0.28], [2.49, -2.03, 0.56], [2.82, -4.10, -2.40], [1.39, -5.14, -2.26], [2.74, -5.31, -1.13], [1.54, 1.19, 7.52], [1.21, 2.04, 6.04], [0.00, 2.70, 5.91], [-0.29, 3.37, 4.74], [0.63, 3.37, 3.71], [1.86, 2.75, 3.87], [3.03, 2.93, 2.60], [2.19, 2.05, 5.04], [3.43, 1.46, 5.26], [4.16, 0.66, 4.33], [5.47, 1.04, 4.04], [6.27, 0.28, 3.21], [5.75, -0.88, 2.63], [4.46, -1.26, 2.92], [3.64, -0.51, 3.77], [2.29, -1.06, 4.16], [1.54, -1.71, 3.02], [1.12, -2.86, 3.11], [1.34, -0.95, 1.99], [-0.71, 2.66, 6.73], [-1.25, 3.86, 4.61], [0.42, 3.86, 2.77], [3.59, 1.23, 6.22], [5.84, 1.96, 4.48], [7.28, 0.59, 2.99], [6.36, -1.47, 1.96], [4.06, -2.17, 2.48], [1.63, -0.28, 4.53], [2.41, -1.80, 4.95], [-2.14, -2.97, 2.04], [-0.89, -2.50, 1.52], [-2.17, -4.06, 1.98], [-2.93, -2.54, 1.42], [-2.29, -2.64, 3.07], [-0.16, -2.85, 2.10]],
  "charge": -1,
  "de_lowest_kcal_mol": 25.1,
  "homo_ev": -4.66,
  "lumo_ev": 1.685,
  "orbital_gap_ev": 6.346
}



{
  "formula": "C25H34N2O6",
  "method": "ωB97M-V/def2-TZVPD",
  "elements": ["O", "C", "N", "C", "H", "C", "N", "C", "C", "C", "C", "C", "C", "C", "H", "O", "C", "O", "H", "H", "H", "H", "H", "H", "C", "C", "H", "H", "H", "H", "H", "H", "H", "C", "C", "C", "C", "C", "C", "H", "H", "H", "H", "H", "C", "C", "O", "C", "C", "H", "C", "H", "C", "H", "O", "H", "H", "H", "H", "H", "H", "O", "H", "H", "H", "H", "H"],
  "coordinates": [[-2.13, -2.11, -1.24], [-1.31, -1.13, -1.26], [0.02, -1.10, -1.49], [0.86, -0.13, -1.50], [1.31, -0.25, -2.61], [1.83, -0.44, -0.36], [2.46, -1.74, -0.53], [3.67, -1.81, 0.05], [4.72, -0.79, -0.19], [5.20, -0.62, -1.41], [6.10, 0.54, -1.70], [6.65, 1.10, -0.77], [6.39, 0.58, 0.54], [5.40, -0.05, 1.00], [5.08, -0.33, 1.86], [7.04, 1.52, 1.62], [8.02, 2.13, 0.72], [7.71, 1.89, -0.60], [9.13, 2.16, 0.86], [7.77, 3.41, 0.93], [6.41, 0.53, -2.83], [4.55, -1.02, -2.04], [4.07, -2.72, 0.01], [3.34, -1.75, 1.41], [1.59, -2.53, -0.89], [0.58, -2.45, -1.70], [0.95, -2.65, -2.69], [-0.23, -3.09, -1.66], [1.06, -2.84, 0.46], [2.15, -3.67, -0.81], [1.42, -0.25, 0.53], [2.59, 0.42, -0.57], [0.34, 0.89, -1.26], [-2.11, 0.08, -0.98], [-3.28, 0.47, -1.53], [-3.91, 2.04, -1.24], [-5.25, 1.58, -0.76], [-6.48, 1.24, -1.14], [-6.41, 2.61, -0.73], [-7.15, 2.89, 0.20], [-6.15, 3.35, -1.21], [-7.31, 0.57, -0.78], [-6.47, 1.14, -2.45], [-5.22, 0.95, 0.40], [-3.15, 2.83, -0.53], [-2.10, 1.91, 0.57], [-3.06, 1.31, 1.54], [-2.47, 0.84, 2.77], [-1.77, -0.23, 2.54], [-1.05, -0.09, 2.07], [-2.60, -1.41, 2.01], [-3.44, -1.65, 2.67], [-1.60, -2.65, 1.72], [-0.77, -2.50, 1.45], [-2.32, -3.74, 1.15], [-2.53, -3.19, 0.36], [-1.58, -3.26, 2.70], [-3.13, -1.13, 1.16], [-1.43, -0.48, 3.67], [-1.82, 1.77, 3.45], [-3.41, 0.77, 3.28], [-1.38, 1.00, 0.05], [-1.48, 2.64, 1.04], [-2.48, 3.23, -1.01], [-3.62, 3.41, 0.09], [-4.12, 2.24, -2.21], [-3.70, -0.27, -2.14]],
  "de_lowest_kcal_mol": 657.8,
  "homo_ev": -8.05,
  "lumo_ev": 0.310,
  "orbital_gap_ev": 8.363
}